Entry from the Open Molecules 2025 dataset: 3 unconnected molecules or ions with the total composition C22H44ClF5N5O7 (ωB97M-V with the def2-TZVPD basis set).

Results
HOMO level: -10.16 eV
spin multiplicity: 1
E: -2624.30154 Ha
LUMO level: -4.0744 eV
net charge: +1
frontier orbital gap: 6.08 eV

Element x y z (Å)
H  -1.128  0.190  -8.988
C  -3.581  0.804  -8.490
H  2.941  5.000  -0.227
C  -3.230  2.946  -4.933
C  -1.228  -5.505  6.799
H  -0.574  -2.612  5.235
H  -0.780  1.839  -7.598
O  5.602  3.248  -0.130
C  -1.659  -2.497  5.355
H  0.567  4.906  -0.694
C  -0.191  2.076  0.597
Cl  -1.521  -2.381  1.734
F  -1.259  2.353  -1.970
H  1.090  -2.292  9.270
C  4.479  2.354  -0.187
H  -1.464  -6.564  6.649
H  -2.220  -4.840  5.005
H  0.237  -4.245  6.186
H  0.082  -1.115  -0.044
F  -0.022  0.212  -2.507
C  3.264  2.984  0.487
H  5.656  4.976  -1.259
H  0.453  1.362  -6.425
H  2.596  2.182  0.824
H  3.643  3.507  1.374
F  0.462  3.530  -2.504
C  0.817  1.202  -2.283
C  0.761  -3.140  8.670
C  1.032  4.119  -0.098
H  -4.101  3.576  -5.106
H  -2.885  1.578  -8.830
H  -1.381  -1.550  -8.989
C  2.528  4.000  -0.402
H  -2.139  -2.721  4.398
H  4.778  1.436  0.324
C  -0.973  2.759  -5.697
H  -1.861  -1.458  5.613
O  -3.054  -0.491  -8.686
N  0.100  -5.243  6.269
C  -1.247  -0.773  -7.025
C  -1.664  -0.625  -8.483
H  4.275  2.093  -1.234
H  0.906  4.395  0.948
H  -3.838  0.996  -7.443
H  0.472  -5.662  9.080
H  -0.206  -1.116  -7.007
H  -2.830  3.172  -3.939
H  -0.282  3.571  -5.940
H  -0.176  -3.521  9.087
H  -2.335  0.618  -6.024
C  5.922  3.906  -1.287
H  -1.315  -5.299  7.874
H  2.680  3.772  -1.463
N  -0.715  0.838  0.193
N  0.290  2.857  -0.359
H  -3.554  1.900  -4.952
H  0.572  -2.782  7.652
H  -0.609  1.791  2.525
H  1.133  -6.908  6.962
O  -2.285  3.241  -5.937
F  1.707  0.818  -1.346
H  -1.849  -1.575  -6.593
O  1.785  -4.109  8.718
O  6.474  3.396  -2.200
C  -0.617  1.562  -6.548
C  -0.729  -0.859  1.961
H  -1.698  0.784  0.455
F  1.479  1.486  -3.387
C  0.047  2.493  -1.776
O  -2.176  -3.297  6.390
N  -0.104  2.406  1.887
H  -0.208  3.379  2.147
H  -3.266  -5.013  6.424
C  -2.280  -4.684  6.088
H  -4.495  0.875  -9.078
C  0.009  -0.347  0.727
H  2.131  -5.537  6.510
C  1.208  -5.817  7.024
H  -0.850  2.517  -4.635
C  1.372  -5.443  8.492
H  2.172  -6.069  8.893
O  -0.804  -0.243  2.972
N  -1.359  0.381  -6.137
H  1.014  -0.055  1.048